{"formula": "C22H23NO5", "method": "wB97M-V/def2-TZVPD", "symbols": ["C", "C", "O", "C", "C", "C", "C", "C", "C", "O", "C", "C", "O", "N", "C", "H", "H", "H", "C", "H", "H", "H", "H", "H", "H", "H", "C", "C", "C", "O", "C", "C", "C", "C", "C", "C", "O", "C", "H", "H", "H", "H", "H", "H", "H", "H", "H", "H", "H", "H", "H"], "coordinates": [[0.503, 1.566, 3.349], [0.020, 0.792, 2.049], [1.115, -0.145, 1.620], [0.984, -0.905, 0.696], [-0.065, -0.702, -0.132], [-0.207, -1.741, -1.094], [0.768, -2.676, -1.234], [2.020, -2.689, -0.703], [2.144, -1.867, 0.430], [3.153, -1.963, 1.198], [3.191, -2.184, 2.577], [3.460, -0.715, 3.318], [2.702, -0.291, 4.410], [4.169, 0.129, 2.864], [5.055, 0.158, 1.627], [5.930, 0.490, 2.008], [4.406, 0.708, 0.938], [5.084, -0.962, 1.534], [4.323, 1.434, 3.427], [3.642, 1.385, 4.513], [4.180, 2.355, 2.887], [5.398, 1.427, 4.051], [2.153, -2.536, 2.950], [3.869, -2.807, 3.087], [2.912, -3.453, -1.041], [0.701, -3.362, -2.369], [-1.424, -1.598, -1.985], [-1.977, -0.806, -2.681], [-3.270, -0.911, -3.194], [-3.673, -1.946, -3.758], [-4.062, 0.258, -3.470], [-5.253, 0.355, -4.078], [-6.244, 1.296, -3.999], [-5.874, 2.589, -3.189], [-4.648, 2.600, -2.550], [-3.762, 1.300, -2.771], [-2.485, 1.715, -2.174], [-1.698, 0.588, -2.312], [-1.209, 1.001, -3.482], [-0.648, 0.699, -1.716], [-4.546, 3.419, -1.951], [-6.572, 3.104, -2.982], [-7.118, 1.300, -4.385], [-5.602, -0.532, -4.447], [-1.637, -2.754, -2.356], [-1.044, -0.192, 0.043], [-0.237, 1.498, 1.323], [-0.901, 0.290, 2.425], [1.029, 0.929, 3.985], [-0.158, 2.084, 3.786], [1.403, 2.267, 2.956]], "multiplicity": 1, "gap_ev": 7.69, "largest_force_ha_per_bohr": 0.34515, "e_above_lowest_kj_mol": 1810.4, "smiles": "CCOc1cc(/C=C2\\COc3ccccc3C2=O)ccc1OCC(=O)N(C)C", "e_lumo_ev": -0.19}